(1)
A structure of composition C21H24N5O8Ru, computed with the ωB97M-V functional and the def2-TZVPD basis.

CARTESIAN COORDINATES (ANGSTROEM)
Ru1 0.66180 -1.01813 0.47911
C1 0.40378 -4.61509 -2.38014
C2 -0.07317 -3.40175 -1.60879
O1 0.53802 -3.10160 -0.55426
C3 -1.21230 -2.75536 -2.09466
C4 -1.87133 -1.68180 -1.48527
C5 -3.21893 -1.26274 -2.00090
N1 -1.39598 -1.02003 -0.45429
N2 -2.11050 0.02185 0.02483
C6 -1.69202 0.44378 1.18367
O2 -0.82216 -0.16317 1.89409
C7 -2.25405 1.73388 1.66357
C8 -3.34968 2.34385 1.05748
C9 -3.78039 3.58485 1.49652
C10 -3.13059 4.22393 2.54457
C11 -2.04469 3.61547 3.15832
C12 -1.61141 2.37284 2.72294
H1 1.35583 -4.95961 -1.98279
H2 0.51954 -4.37765 -3.43678
H3 -0.33130 -5.41664 -2.29446
H4 -1.67101 -3.17716 -2.97781
H5 -3.50297 -1.84978 -2.87003
H6 -3.20264 -0.20070 -2.24794
H7 -3.95745 -1.39063 -1.20915
H8 -3.85036 1.83552 0.24508
H9 -4.62513 4.06456 1.01856
H10 -3.47530 5.19095 2.88829
H11 -1.53421 4.11297 3.97378
H12 -0.76284 1.87883 3.17848
O3 1.21184 -4.86949 1.94049
C13 1.43920 -3.56572 1.87199
O4 0.62999 -2.72885 2.20481
C14 2.81686 -3.23138 1.37639
O5 2.90578 -1.82881 1.31802
C15 3.92407 -1.36702 0.44476
C16 3.44510 -1.43744 -1.03711
O6 4.25666 -1.80404 -1.87552
O7 2.24724 -1.04349 -1.21679
H13 0.29299 -5.00811 2.20968
H14 2.95468 -3.69778 0.39615
H15 3.56391 -3.63104 2.07029
H16 4.85238 -1.92634 0.56811
H17 4.08488 -0.31674 0.68996
C17 1.55902 4.01857 1.27765
N3 1.14548 3.18076 0.16248
C18 0.83241 3.69321 -1.04753
C19 0.43415 2.91653 -2.08219
C20 0.32541 1.51544 -1.84022
N4 0.61602 1.03978 -0.64362
C21 1.09313 1.79678 0.36708
O8 1.47633 1.30155 1.41999
N5 -0.08991 0.63951 -2.75853
H18 1.92474 4.97177 0.90379
H19 2.34322 3.50917 1.83071
H20 0.72211 4.18397 1.95754
H21 0.93769 4.76472 -1.14978
H22 0.21608 3.33812 -3.05023
H23 -0.17441 0.89267 -3.72517
H24 0.01440 -0.33776 -2.51523

As for the expectation value of S²: 0.77. The LUMO energy (spin up / spin down) comes out at -0.852 / -0.215 eV. Its multiplicity is 2. Its HOMO energy (spin up / spin down) is -6.9 / -6.9 eV. The value obtained for the energy relative to the best compared isomer or geometry (same formula, charge and spin) is 0.000 eV. The calculation puts the orbital gap (spin up / spin down) at 6.035 / 6.691 eV.

Atomic partial charges in e from the Mulliken method, atoms 1 to 2: Ru 0.629; C -1.620


(2)
An isolated molecule of C21H24O4, computed with the ωB97M-V functional and the def2-TZVPD basis.

CARTESIAN COORDINATES (ANGSTROEM)
C1 3.36988 0.02869 -0.34788
C2 2.23664 0.12882 -1.36104
C3 1.48440 -1.01784 -1.62220
C4 1.71711 -2.33851 -0.84765
C5 1.30459 -2.14844 0.61281
C6 0.14542 -2.61558 1.15460
C7 -0.71408 -3.61092 0.53621
C8 -0.29558 -2.08252 2.45908
C9 -1.08115 -0.75493 2.22970
C10 -0.24373 0.40029 2.83249
C11 -1.12473 1.70461 2.47806
C12 -0.49110 2.89235 3.26334
C13 -2.61617 1.51046 2.89182
O1 -2.81448 1.56490 4.11950
O2 -3.60549 1.03160 2.06167
C14 0.49225 -1.03317 -2.76013
O3 0.01906 -2.15162 -3.16565
C15 0.05631 0.19018 -3.44218
C16 -0.93073 0.20262 -4.36972
C17 -1.33307 1.46584 -4.98674
C18 -0.79385 2.69347 -4.51213
C19 0.19418 2.71216 -3.43203
C20 0.71510 1.49781 -3.03286
C21 1.85303 1.40225 -1.99921
O4 2.44219 2.37510 -1.74307
H1 4.28185 0.43265 -0.77495
H2 3.59614 -1.05221 -0.15960
H3 3.11447 0.47214 0.71012
H4 1.11282 -3.09476 -1.24043
H5 2.78487 -2.70482 -0.68835
H6 1.61563 -1.40252 1.24770
H7 -1.72276 -3.28783 0.87630
H8 -0.76411 -3.60890 -0.59904
H9 -0.37927 -4.57472 0.95497
H10 0.59444 -2.04349 3.21766
H11 -0.86506 -2.85619 2.98569
H12 -1.32476 -0.57718 1.18384
H13 -2.05988 -0.82155 2.79220
H14 0.70463 0.40913 2.35811
H15 -0.06750 0.33313 3.92028
H16 -1.01890 1.87865 1.42135
H17 -0.54530 2.68768 4.32591
H18 -0.96948 3.89737 3.11538
H19 0.55552 2.88326 3.06055
H20 -4.32581 0.71428 2.65140
H21 -1.39024 -0.75715 -4.71887
H22 -2.15900 1.69581 -5.58566
H23 -1.25585 3.60071 -4.91428
H24 0.50153 3.72887 -3.15708

The LUMO energy comes out at -1.189 eV. Its HOMO energy is -8.8 eV. The value obtained for the energy relative to the best compared isomer or geometry (same formula, charge and spin) is 3.074 eV. Its SMILES is CC1=C(C/C=C(\C)CCC[C@H](C)C(=O)O)C(=O)c2ccccc2C1=O. The calculation puts the orbital gap at 7.659 eV.

Atomic partial charges in e from the Mulliken method, atoms 1 to 2: C -1.338; C 0.767


(3)
A structure of composition C21H25AuN4S2, computed with the ωB97M-V functional and the def2-TZVPD basis.

CARTESIAN COORDINATES (ANGSTROEM)
Au1 -0.06727 -0.24261 0.89906
S1 4.01798 -0.95419 2.58128
C1 4.29890 -0.26471 1.01111
C2 5.52283 0.02116 0.41312
C3 5.50633 0.53866 -0.86457
C4 4.29771 0.76235 -1.53527
C5 3.08377 0.48386 -0.94297
C6 3.08881 -0.03227 0.35192
N1 1.99580 -0.39545 1.13873
C7 2.33962 -0.90867 2.29929
C8 1.28006 -1.41771 3.15611
C9 1.50125 -1.98243 4.40474
C10 0.42933 -2.44224 5.15397
C11 -0.85664 -2.33282 4.65127
C12 -1.09737 -1.77214 3.39650
C13 -0.02915 -1.31910 2.66047
H1 6.45491 -0.16549 0.92861
H2 6.44042 0.76562 -1.35910
H3 4.31956 1.15745 -2.54181
H4 2.15673 0.65591 -1.46897
H5 2.51057 -2.05849 4.79105
H6 0.59859 -2.88401 6.12573
H7 -1.69680 -2.69186 5.23026
H8 -2.11549 -1.72599 3.03905
C14 -3.26880 1.62379 -1.20664
N2 -2.84507 0.31318 -1.70643
C15 -2.48823 0.29526 -3.12868
C16 -2.66116 -0.73376 -0.90552
S2 -2.37659 -0.48518 0.83048
N3 -2.76087 -1.97544 -1.35386
C17 -2.27266 -3.12674 -0.58124
C18 -3.59929 -2.33186 -2.50823
H9 -3.85428 2.09938 -1.99142
H10 -2.40919 2.24829 -0.97496
H11 -3.88929 1.51763 -0.32368
H12 -1.85971 1.16542 -3.31972
H13 -3.36855 0.35761 -3.76741
H14 -1.92323 -0.59950 -3.36864
H15 -1.29715 -2.91861 -0.15180
H16 -2.18185 -3.96718 -1.26463
H17 -2.97037 -3.38524 0.21406
H18 -4.25462 -1.50639 -2.76604
H19 -4.21286 -3.18173 -2.21479
H20 -2.99826 -2.61609 -3.37078
C19 0.38026 4.65719 -1.90066
C20 0.47493 4.14175 -0.45878
C21 0.28812 2.69736 -0.37728
N4 0.12523 1.56309 -0.32795
H21 0.52773 5.73426 -1.89854
H22 -0.59794 4.44822 -2.33039
H23 1.14647 4.20729 -2.52907
H24 -0.28229 4.59847 0.18195
H25 1.44905 4.36477 -0.01890

The LUMO energy comes out at -7.089 eV. As for the total charge: +2. Its HOMO energy is -14.2 eV. The value obtained for the energy relative to the best compared isomer or geometry (same formula, charge and spin) is 0.350 eV. The calculation puts the orbital gap at 7.119 eV.

Atomic partial charges in e from the Mulliken method, atoms 1 to 2: Au 0.904; S -0.225


(4)
An isolated molecule of C21H25ClN2O2, computed with the ωB97M-V functional and the def2-TZVPD basis.

CARTESIAN COORDINATES (ANGSTROEM)
C1 -4.71927 -4.61716 1.08746
C2 -3.61886 -3.71482 0.54547
C3 -4.04424 -2.24620 0.43810
C4 -5.05496 -1.98436 -0.69451
C5 -4.44323 -2.07540 -2.08810
C6 -2.80974 -1.36938 0.25019
O1 -1.70328 -1.80413 0.02264
N1 -3.09425 -0.03789 0.37525
C7 -2.24683 1.04980 0.20023
C8 -0.86525 0.91900 0.10126
C9 -0.05696 2.03325 -0.08098
C10 1.43408 1.93507 -0.17922
O2 2.16110 2.85020 0.15675
N2 1.89725 0.77819 -0.70282
C11 3.30496 0.47360 -0.77876
C12 3.72658 -0.53530 0.30138
C13 5.20224 -0.79750 0.21539
C14 6.10394 0.08952 0.79063
C15 7.46615 -0.12545 0.68725
C16 7.94516 -1.23068 0.00400
C17 7.05474 -2.11797 -0.57493
C18 5.69188 -1.90039 -0.47113
C19 -0.62852 3.30009 -0.13427
C20 -1.99866 3.45042 -0.03112
C21 -2.79829 2.33429 0.12836
Cl1 -4.52084 2.53503 0.25263
H1 -4.34416 -5.63079 1.20459
H2 -5.06049 -4.26563 2.05927
H3 -5.57322 -4.65138 0.41538
H4 -2.75428 -3.76617 1.21006
H5 -3.29119 -4.07172 -0.43059
H6 -4.51260 -1.95612 1.38734
H7 -5.86794 -2.70665 -0.60862
H8 -5.49613 -0.99192 -0.56880
H9 -4.03003 -3.06336 -2.27061
H10 -3.64546 -1.34597 -2.21106
H11 -5.20369 -1.88115 -2.84115
H12 -4.06210 0.22372 0.52115
H13 -0.45150 -0.07138 0.19510
H14 1.24993 0.04229 -0.93571
H15 3.53860 0.07547 -1.77095
H16 3.84143 1.41428 -0.63575
H17 3.16809 -1.46410 0.16481
H18 3.47477 -0.11929 1.27891
H19 5.73203 0.95189 1.32482
H20 8.15668 0.57012 1.14138
H21 9.00883 -1.40024 -0.07577
H22 7.42224 -2.98249 -1.10860
H23 5.00087 -2.59798 -0.92341
H24 0.01494 4.15738 -0.25277
H25 -2.44880 4.42996 -0.07455

The LUMO energy comes out at 0.581 eV. Its HOMO energy is -8.8 eV. The value obtained for the energy relative to the best compared isomer or geometry (same formula, charge and spin) is 0.178 eV. Its SMILES is CCC(CC)C(=O)Nc1cc(C(=O)NCCc2ccccc2)ccc1Cl. The calculation puts the orbital gap at 9.417 eV.

Atomic partial charges in e from the Mulliken method, atoms 1 to 2: C -1.330; C -0.561


(5)
A structure of composition C21H25ClN4O4, computed with the ωB97M-V functional and the def2-TZVPD basis.

CARTESIAN COORDINATES (ANGSTROEM)
C1 -9.82251 -0.61441 -0.15716
C2 -8.25631 -0.32850 -0.16460
C3 -7.71377 0.95650 -0.67533
C4 -6.46609 1.11421 -0.60702
C5 -5.62807 0.04582 -0.15926
C6 -6.22255 -1.06001 0.54290
C7 -7.61220 -1.35495 0.57627
Cl1 -8.13810 -2.70746 0.91759
H1 -5.56629 -1.67913 0.84771
N1 -4.23683 0.37715 0.08094
C8 -3.60149 1.72014 -0.25164
O1 -4.11509 2.63929 -0.82504
C9 -2.05631 1.17554 -0.15302
C10 -1.31276 2.57011 0.28626
C11 0.03237 2.40078 0.33748
C12 0.66233 1.14322 0.49148
N2 2.08313 0.91206 0.65830
C13 2.82038 -0.16062 0.54611
C14 3.39075 -0.24229 -1.05116
H2 3.70266 0.61216 -1.26213
C15 4.23556 -1.51094 -1.16014
N3 5.31951 -1.18642 -0.06338
C16 6.13752 -2.39752 0.15644
C17 7.20056 -2.15001 1.26689
O2 8.16726 -1.09047 0.32553
C18 7.58225 -0.04886 0.21703
C19 6.39146 -0.51384 -0.78562
H3 5.90632 0.77199 -1.02631
H4 6.74139 -0.74814 -1.61036
H5 8.28587 0.55774 -0.12225
H6 7.07858 0.49596 1.08073
H7 7.81224 -3.12284 1.18752
H8 6.85116 -1.77162 2.04316
H9 5.42143 -3.34396 0.53279
H10 6.54667 -3.04175 -0.79816
H11 3.82976 -2.21392 -0.68089
H12 4.59965 -1.65900 -2.29409
H13 2.41623 -0.56357 -1.33844
H14 3.73935 0.07357 1.08354
H15 2.20999 -0.85169 0.94618
H16 2.60827 1.88070 0.92143
C20 -0.19071 0.12204 0.26358
C21 -1.50289 0.08985 -0.13236
H17 -1.99228 -0.90062 -0.42366
H18 0.32933 -0.84242 -0.17208
N4 0.85414 3.57393 0.75811
O3 0.10757 4.52992 0.94931
O4 2.05522 3.49886 0.92312
H19 -1.79763 3.53433 0.20910
H20 -3.90602 -0.26703 0.58476
H21 -6.10839 2.12352 -1.01252
H22 -8.51066 1.63498 -1.14736
H23 -10.09591 -0.71039 0.65587
H24 -10.33866 0.12150 -0.61772
H25 -9.92739 -1.59351 -0.69841

The LUMO energy comes out at -0.728 eV. Its HOMO energy is -7.8 eV. The value obtained for the energy relative to the best compared isomer or geometry (same formula, charge and spin) is 24.150 eV. The calculation puts the orbital gap at 7.079 eV.

Atomic partial charges in e from the Mulliken method, atoms 1 to 2: C -2.326; C 1.058